A molecular structure, C22H25BrClN5O5PRhS in a non-equilibrium geometry. Source: OMol25; level of theory: ωB97M-V with the def2-TZVPD basis set.

The value obtained for the total energy is -146591.697 eV. Its LUMO energy (spin up / spin down) is -7.91 / -7.91 eV. As for the total charge: +2. The calculation puts the energy relative to the best compared isomer or geometry (same formula, charge and spin) at 4.2068 eV. Its HOMO energy (spin up / spin down) is -12.480 / -12.480 eV.

XYZ file:
```
62
Properties=species:S:1:pos:R:3:forces:R:3
Rh 0.30477 0.50157 0.42735 -1.476 0.436 -0.799
O 2.50354 0.73389 5.94023 0.096 0.028 0.052
C 1.81231 0.76052 4.81358 -0.314 0.126 -0.308
C 0.41040 0.89497 4.74211 0.056 0.028 0.029
C -0.22274 0.88513 3.51654 0.146 0.133 0.564
N 0.52174 0.75682 2.41075 0.036 -0.057 0.415
C 1.77724 0.65735 2.51583 0.696 -1.020 -0.970
Br 2.80510 -0.19876 0.29369 -0.345 1.436 1.940
C 2.55463 0.62616 3.62104 0.787 -0.008 0.005
H 1.96328 0.90357 6.72413 -0.033 -0.017 -0.006
H -0.17108 1.01069 5.64841 -0.005 -0.026 -0.030
H -1.29316 0.97834 3.39929 -0.007 -0.015 -0.124
H 3.63273 0.53261 3.62066 -0.093 0.005 0.032
O 1.69184 -0.88511 -2.97902 -0.068 -0.258 -0.187
S 0.41423 -0.89966 -2.32791 -0.028 1.147 0.283
O 0.14952 -1.84483 -1.27661 0.013 -0.175 -0.048
N 0.21166 0.56360 -1.55045 -0.175 -1.777 -0.441
C 0.34594 1.79136 -2.15246 0.144 0.183 -0.098
C 0.50043 2.06676 -3.49539 0.021 -0.181 0.117
C 0.60908 3.39572 -3.93975 -0.017 0.078 0.007
C 0.55164 4.45094 -3.07242 0.023 0.134 -0.067
C 0.41165 4.20641 -1.69268 -0.013 -0.043 0.154
C 0.37412 5.21884 -0.71166 -0.020 -0.046 0.011
C 0.26670 4.88739 0.61326 -0.019 0.108 -0.044
C 0.20856 3.54030 0.98178 -0.047 -0.142 0.195
N 0.24149 2.57425 0.08881 0.162 -1.487 -0.193
C 0.32760 2.87060 -1.24527 -0.010 0.258 -0.047
C -0.87211 -0.98910 -3.52484 0.210 -0.068 0.022
C -2.18823 -0.86103 -3.09900 -0.021 -0.007 -0.099
C -3.20058 -0.98513 -4.03572 0.042 0.003 0.056
C -2.88628 -1.24398 -5.36609 -0.043 -0.008 -0.060
C -1.56610 -1.37634 -5.77247 -0.001 -0.001 0.001
C -0.54003 -1.24714 -4.84692 -0.037 0.027 0.046
H 0.56131 1.25434 -4.20357 0.007 0.041 -0.058
H 0.74985 3.58339 -4.99598 -0.040 -0.043 0.003
H 0.63020 5.47255 -3.42123 0.002 -0.040 -0.007
H 0.43096 6.25565 -1.02059 -0.001 -0.015 0.027
H 0.22692 5.64548 1.38187 0.012 -0.024 0.010
H 0.13272 3.25378 2.02178 -0.006 0.030 -0.023
H -2.40254 -0.66196 -2.05639 -0.012 0.035 -0.030
H -4.23360 -0.88278 -3.72984 0.011 0.005 -0.032
H -3.68175 -1.34476 -6.09389 0.024 0.008 0.026
H -1.33250 -1.58330 -6.80836 -0.015 0.008 0.018
H 0.49952 -1.34859 -5.13211 -0.037 0.000 -0.003
Cl -1.98443 0.10433 0.63044 0.245 0.762 -0.002
N -2.56531 -3.00826 1.29421 0.196 -0.190 0.094
C -1.70961 -3.02183 2.53112 0.208 -0.114 -0.046
P -0.02818 -3.09758 1.77756 0.291 0.305 -0.266
O -0.11055 -4.18269 0.77715 -0.072 -0.106 0.069
O 0.40096 -1.69807 1.41821 0.057 0.435 0.137
C 1.29418 -3.53220 3.00819 -0.310 -0.108 -0.154
N 2.52761 -3.29787 2.17326 -0.319 0.007 -0.111
H -2.13513 -3.67037 0.62315 -0.007 -0.074 0.016
H -2.51097 -2.07450 0.86388 -0.034 0.306 -0.105
H -3.53602 -3.26363 1.45941 -0.078 0.034 0.065
H -1.93732 -3.91637 3.10643 -0.021 -0.026 -0.025
H -1.87138 -2.13033 3.12988 -0.204 0.064 -0.128
H 1.26195 -4.57120 3.32465 0.085 -0.012 -0.003
H 1.30008 -2.86411 3.86571 0.155 0.032 -0.005
H 2.42177 -2.37589 1.71124 0.081 0.064 0.038
H 2.54754 -3.97857 1.40715 0.064 -0.111 0.007
H 3.40383 -3.34137 2.68787 0.055 -0.066 0.080
```
Forces are in eV/Å.

---

3 unconnected molecules or ions with the total composition C4H10O3 in a non-equilibrium geometry. Source: OMol25; level of theory: ωB97M-V with the def2-TZVPD basis set.

The value obtained for the total energy is -10451.199 eV. Its LUMO energy is 0.38 eV. The calculation puts the energy relative to the best compared isomer or geometry (same formula, charge and spin) at 2.0449 eV. The SMILES is C=C/C=C/O.O.O. Its HOMO energy is -8.251 eV.

XYZ file:
```
17
Properties=species:S:1:pos:R:3:forces:R:3
C -2.68095 -0.06015 0.40733 0.071 -0.084 0.596
C -1.86154 -0.81513 -0.31895 0.050 -0.242 -0.244
C -0.64691 -0.32988 -0.95172 0.960 0.383 0.366
C -0.46236 0.86473 -1.52628 -0.343 -0.066 0.286
O 0.77015 1.38765 -1.75386 -0.284 0.070 -0.073
H -3.60548 -0.43565 0.81524 -0.102 -0.261 0.039
H -2.37442 0.89714 0.80090 -0.050 0.414 -0.530
H -2.04186 -1.88505 -0.39299 -0.320 0.075 -0.299
H 0.28595 -0.88292 -0.81376 -0.305 -0.223 0.083
H -1.27448 1.51552 -1.83218 -0.045 -0.027 -0.025
H 1.30865 1.12152 -0.99458 0.464 -0.076 0.001
H 1.99359 0.64286 1.55249 -0.071 -0.058 -0.236
H 3.02861 0.01346 0.65413 -0.053 -0.012 -0.110
O 2.37534 0.72086 0.66766 0.051 0.079 0.141
H 0.34498 -1.33050 2.68916 0.008 0.206 -0.167
H 1.33391 -2.45214 2.64042 0.241 0.085 -0.109
O 1.23526 -1.52960 2.37427 -0.273 -0.264 0.280
```
Forces are in eV/Å.

---

7 unconnected molecules or ions with the total composition C16H40F12N5O6P2 in a non-equilibrium geometry. Source: OMol25; level of theory: ωB97M-V with the def2-TZVPD basis set.

The value obtained for the total energy is -88171.858 eV. Its LUMO energy is 1.53 eV. As for the total charge: -1. The calculation puts the energy relative to the best compared isomer or geometry (same formula, charge and spin) at 0.0000 eV. Its HOMO energy is -5.603 eV.

XYZ file:
```
81
Properties=species:S:1:pos:R:3:forces:R:3
N -13.58976 8.39801 -17.17553 0.167 0.921 1.325
H -13.06774 8.78077 -16.35657 -0.044 -0.043 -0.071
H -14.34922 9.08022 -17.32060 0.010 -0.473 -0.239
H -13.93371 7.47714 -16.89568 -0.477 0.087 -0.453
H -12.94010 8.32929 -17.94375 -0.184 0.157 -0.258
N -15.73605 5.65810 -16.97944 0.099 0.205 0.387
O -16.52405 4.71499 -17.08586 -0.002 0.012 -0.353
O -14.83817 5.86350 -17.84539 0.045 -0.322 -0.294
O -15.74565 6.38477 -15.96760 -0.127 0.078 -0.107
N -12.91865 9.62481 -14.12871 -0.811 0.527 -0.062
O -12.88377 8.38995 -14.40963 -0.016 0.810 -0.027
O -13.08514 9.99073 -12.96162 0.340 -0.202 -0.046
O -12.85824 10.44171 -15.06393 0.242 -0.151 0.020
C -15.48664 2.07134 -15.53350 -1.080 -1.192 -0.653
C -14.04494 2.38561 -15.21914 -0.234 1.017 1.417
C -13.96928 3.89831 -14.97387 0.640 0.489 -1.324
N -12.62193 4.52520 -15.27694 -0.203 -0.183 1.450
C -12.17662 4.32867 -16.69128 -0.169 0.827 1.451
C -11.61564 3.93858 -14.27624 0.558 0.116 -1.174
C -10.98150 5.17078 -13.66311 0.018 -1.131 1.275
C -12.18626 6.07094 -13.48325 0.378 0.763 0.303
C -12.75907 6.04001 -14.87114 -0.472 -0.796 -0.915
H -15.65204 0.98664 -15.52889 0.014 0.084 0.194
H -15.89234 2.40020 -16.49318 0.692 0.285 -0.149
H -16.21035 2.51340 -14.84510 0.387 0.004 0.384
H -13.30594 2.03812 -15.93435 -0.269 -0.050 -0.308
H -13.79536 1.91721 -14.26098 0.082 -0.283 -0.172
H -14.17263 4.22860 -13.95930 -0.242 -0.382 0.133
H -14.66665 4.42010 -15.62183 -0.004 -0.232 0.148
H -12.03850 3.25811 -16.76834 -0.036 0.014 -0.827
H -11.24568 4.88460 -16.78558 0.121 -0.248 -0.089
H -12.93768 4.82598 -17.29346 -0.040 -0.534 -0.346
H -10.93552 3.29282 -14.83511 0.088 0.113 -0.009
H -12.12062 3.29084 -13.56538 -0.245 0.299 0.139
H -10.21000 5.58016 -14.31334 -0.204 0.292 -0.108
H -10.50526 4.90609 -12.71326 0.022 0.055 -0.086
H -11.92778 7.06624 -13.12114 0.018 -0.121 -0.589
H -12.93067 5.75423 -12.74561 0.208 -0.611 -0.030
H -12.19797 6.61706 -15.59646 0.348 -0.134 0.181
H -13.81436 6.26299 -15.02393 0.125 0.146 0.381
C -12.28734 9.80868 -21.27602 -0.986 -0.558 0.046
C -13.08145 8.50087 -21.37668 0.043 -0.416 -0.672
C -12.13029 7.37178 -21.71175 0.993 0.104 0.035
N -12.62966 5.95916 -21.57145 1.279 -0.659 -0.524
C -13.87275 5.77336 -22.31111 -0.924 -0.171 0.081
C -12.72640 5.47986 -20.10544 -0.685 0.999 -0.675
C -11.41077 4.79374 -19.74659 -0.501 -0.099 -0.757
C -10.58120 4.92701 -21.02874 1.365 -0.750 0.337
C -11.58191 5.01696 -22.14156 -0.220 -0.189 0.327
H -11.81515 10.01885 -22.23717 0.370 -0.034 0.165
H -11.59584 9.70641 -20.44309 0.236 0.495 -0.114
H -13.03594 10.58152 -21.11136 0.305 0.215 0.318
H -13.78236 8.60724 -22.20903 -0.320 -0.056 0.280
H -13.63454 8.26727 -20.46501 -0.086 0.302 0.001
H -11.23884 7.44066 -21.08372 -0.185 -0.053 0.117
H -11.76027 7.43488 -22.74021 -0.216 0.152 -0.034
H -14.63661 6.35619 -21.80051 -0.159 0.159 -0.428
H -14.18856 4.72922 -22.31188 0.196 -0.034 0.357
H -13.72710 6.01979 -23.36009 -0.042 0.523 0.073
H -13.65999 4.92756 -20.16774 0.214 -0.434 0.916
H -12.85643 6.36859 -19.49559 -0.369 -0.091 -0.056
H -11.58173 3.73945 -19.53026 -0.002 -0.018 0.066
H -10.96432 5.29063 -18.89665 0.119 -0.264 -0.208
H -9.91130 4.06612 -21.12395 -0.244 -0.058 -0.235
H -9.87926 5.76145 -21.00941 -0.350 0.285 0.090
H -12.10220 4.06947 -22.29967 0.065 -0.063 0.187
H -11.19162 5.31315 -23.11257 -0.136 0.494 0.069
P -9.98576 7.71299 -17.75573 0.741 0.163 0.523
F -8.51614 8.29463 -17.54474 -0.005 0.206 -0.346
F -9.33767 6.21614 -17.93133 -0.052 0.076 -0.389
F -10.11311 7.43491 -16.17524 -0.108 0.114 0.153
F -11.46340 6.99541 -17.92557 -0.135 0.373 -0.233
F -10.65518 9.15697 -17.62771 -0.252 -0.179 0.353
F -9.94231 7.97186 -19.36703 0.253 -0.680 0.004
P -15.69899 10.67849 -18.97628 -0.748 -0.287 0.331
F -14.09980 10.81843 -18.77428 0.281 -0.400 0.028
F -15.51400 9.07964 -19.31542 0.218 -0.024 -0.274
F -15.89412 10.21878 -17.42257 0.307 0.060 0.086
F -17.28722 10.54237 -19.21417 -0.001 0.073 0.112
F -15.84253 12.20781 -18.52541 -0.245 0.138 -0.511
F -15.52960 11.00913 -20.54632 0.242 0.372 -0.099
```
Forces are in eV/Å.

---

A gas-phase ion, C5H14N2O (charge +1) in a non-equilibrium geometry. Source: OMol25; level of theory: ωB97M-V with the def2-TZVPD basis set.

The value obtained for the total energy is -10430.425 eV. Its expectation value of S² is 0.756. As for the spin multiplicity: 2. Its LUMO energy (spin up / spin down) is -2.80 / -7.69 eV. As for the total charge: +1. The calculation puts the energy relative to the best compared isomer or geometry (same formula, charge and spin) at 1.7572 eV. Its HOMO energy (spin up / spin down) is -14.017 / -13.708 eV.

XYZ file:
```
22
Properties=species:S:1:pos:R:3:forces:R:3
N -1.12954 1.86292 -1.94539 0.978 -0.075 0.619
C -0.12550 2.33058 -1.01234 -1.745 0.443 -0.081
C 0.90712 1.27226 -0.54290 1.147 -0.703 -1.507
N 0.48886 0.26703 0.38890 -2.446 0.575 -0.601
C -0.43464 0.71588 1.41306 0.825 0.736 1.293
C 0.11466 -1.02627 -0.14863 1.093 -0.685 -0.483
C 0.65956 -2.19805 0.70681 -0.462 -0.210 0.188
O -0.30243 -3.08754 1.21438 -0.127 0.066 0.273
H -0.78156 1.30042 -2.70742 -0.356 -0.028 -0.135
H -1.98417 1.55945 -1.50701 -0.055 -0.264 -0.348
H 0.39917 3.17036 -1.45967 0.504 -0.130 0.045
H -0.73349 2.72783 -0.21296 0.354 0.346 0.552
H 1.89472 1.67949 -0.30839 -0.302 0.499 0.682
H 1.11877 0.76546 -1.48433 0.267 -0.377 0.061
H -1.46093 0.69266 1.04368 -0.040 -0.147 -0.178
H -0.19896 1.73695 1.71839 0.024 -0.083 -0.159
H -0.36656 0.12487 2.32692 -0.050 -0.406 -0.227
H 0.56699 -1.11555 -1.12913 0.014 0.086 -0.157
H -0.96714 -1.09565 -0.30592 -0.066 0.204 0.328
H 1.37445 -2.75191 0.09682 0.056 0.045 0.013
H 1.17380 -1.79410 1.57353 0.308 0.096 0.062
H -1.17106 -3.01261 0.81273 0.078 0.011 -0.240
```
Forces are in eV/Å.

---

Copy entry 2 word for word.
3 unconnected molecules or ions with the total composition C4H10O3 in a non-equilibrium geometry. Source: OMol25; level of theory: ωB97M-V with the def2-TZVPD basis set.

The value obtained for the total energy is -10451.199 eV. Its LUMO energy is 0.38 eV. The calculation puts the energy relative to the best compared isomer or geometry (same formula, charge and spin) at 2.0449 eV. The SMILES is C=C/C=C/O.O.O. Its HOMO energy is -8.251 eV.

XYZ file:
```
17
Properties=species:S:1:pos:R:3:forces:R:3
C -2.68095 -0.06015 0.40733 0.071 -0.084 0.596
C -1.86154 -0.81513 -0.31895 0.050 -0.242 -0.244
C -0.64691 -0.32988 -0.95172 0.960 0.383 0.366
C -0.46236 0.86473 -1.52628 -0.343 -0.066 0.286
O 0.77015 1.38765 -1.75386 -0.284 0.070 -0.073
H -3.60548 -0.43565 0.81524 -0.102 -0.261 0.039
H -2.37442 0.89714 0.80090 -0.050 0.414 -0.530
H -2.04186 -1.88505 -0.39299 -0.320 0.075 -0.299
H 0.28595 -0.88292 -0.81376 -0.305 -0.223 0.083
H -1.27448 1.51552 -1.83218 -0.045 -0.027 -0.025
H 1.30865 1.12152 -0.99458 0.464 -0.076 0.001
H 1.99359 0.64286 1.55249 -0.071 -0.058 -0.236
H 3.02861 0.01346 0.65413 -0.053 -0.012 -0.110
O 2.37534 0.72086 0.66766 0.051 0.079 0.141
H 0.34498 -1.33050 2.68916 0.008 0.206 -0.167
H 1.33391 -2.45214 2.64042 0.241 0.085 -0.109
O 1.23526 -1.52960 2.37427 -0.273 -0.264 0.280
```
Forces are in eV/Å.

---

Among the records above, which one has the lowest total energy?
C22H25BrClN5O5PRhS

---

Look up the energy relative to the best compared isomer or geometry (same formula, charge and spin) of the first one.
4.2068 eV